Entry 1:
Computed, not measured: a structure of composition C25H46BLiN8O2S3Sb, with ωB97M-V with the def2-TZVPD basis set.

Summary:
LUMO energy: 2.525 eV
HOMO: -4.600 eV
HOMO-LUMO gap: 7.12 eV
ΔE to the lowest compared entry with this formula, charge and spin: 24.9 kcal/mol
Net charge: -1

The geometry in XYZ format:
```
87
Properties=species:S:1:pos:R:3:mulliken_charge:R:1
H 2.530 -4.815 1.243 0.397
Sb 2.050 -0.042 -3.368 0.610
H 4.831 -0.039 -3.380 0.355
H 3.012 -2.339 -2.241 0.320
H -0.937 2.650 -3.944 0.196
C 4.012 1.893 -0.270 -2.204
N 0.263 -3.309 1.718 0.600
C -0.517 -4.620 -0.341 -2.132
H -3.572 3.843 0.602 0.293
H 1.952 3.704 -0.564 0.298
H -0.292 -5.562 -0.850 0.531
C -4.575 3.489 0.826 -1.622
H -6.768 2.040 0.403 0.452
H 2.115 3.982 2.859 0.488
C 0.380 -4.554 0.893 1.363
S -1.328 2.322 0.530 -0.272
H -1.090 2.079 -2.413 0.058
H -5.281 3.960 0.136 0.445
H -5.082 0.173 2.801 0.487
C 0.781 2.288 3.196 -1.518
H 5.330 3.685 1.146 0.436
H 2.626 -2.651 -3.953 0.522
B -0.451 0.114 3.007 0.879
N 0.673 1.083 2.533 -0.097
H 3.552 4.475 -0.608 0.458
C -4.060 0.434 2.601 0.060
N -3.677 1.308 1.586 0.448
H 1.868 -0.883 -5.957 0.487
S -1.805 -1.890 0.528 -0.166
H 4.257 1.042 -4.663 0.390
H 2.120 -3.724 -0.090 0.283
H 1.383 -1.473 4.170 0.547
H 4.265 -0.717 -4.926 0.406
H 0.240 -0.811 -5.219 0.373
C 4.514 3.250 1.726 -1.706
H 1.313 -2.580 -2.747 0.248
H -6.306 1.774 2.087 0.495
H 0.689 -5.788 2.671 0.373
C 1.836 -4.648 0.417 -1.567
C -4.397 1.539 -0.779 -1.575
H 3.294 1.613 -1.035 0.290
N -1.859 0.556 2.545 0.209
H -2.651 1.116 -4.020 0.240
O -0.655 -0.823 -2.611 -0.335
C -4.654 1.968 0.671 1.405
H -4.298 0.453 -0.851 0.382
C -2.944 -0.018 3.179 -1.559
H 0.125 -6.671 1.242 0.439
C 0.030 -5.737 1.801 -1.724
H -1.000 -5.643 2.154 0.378
C 2.283 -2.165 -3.038 -1.261
H 2.448 4.791 0.744 0.361
N -1.696 0.832 -3.872 -0.088
S 1.889 -0.282 0.486 -0.103
O -2.635 -1.188 -3.622 -0.802
H 4.896 2.384 2.272 0.379
C 2.799 4.028 0.045 -1.544
H 1.938 -5.478 -0.286 0.479
N -0.837 1.832 -3.362 -0.327
H 1.875 -3.896 3.054 0.500
H -0.467 0.174 4.223 -0.236
Li -0.131 -0.715 -0.988 0.911
C 1.605 1.031 1.538 -0.127
H -5.232 1.859 -1.409 0.501
C 1.141 -3.156 2.790 -0.112
H -1.570 -4.599 -0.082 0.465
C 1.196 -0.296 -5.327 -1.440
C -0.532 -2.185 1.627 0.038
C -1.676 -0.471 -3.315 0.086
H -2.813 -0.727 3.980 0.512
H -4.834 3.782 1.848 0.399
H 1.012 0.677 -5.790 0.366
C 1.765 2.991 2.632 -0.075
H -3.480 1.988 -1.149 0.280
N -0.125 -1.360 2.641 -0.134
H 4.182 3.995 2.451 0.405
H -0.332 -3.799 -1.029 0.461
C 0.902 -1.964 3.340 -1.528
C 3.393 2.818 0.774 1.569
N 2.299 2.218 1.602 0.536
C -6.063 1.520 1.052 -2.209
H 4.404 0.982 0.177 0.416
H 0.121 2.543 4.009 0.553
C -2.299 1.384 1.563 0.082
H 4.833 2.441 -0.742 0.546
C 4.094 0.070 -4.184 -1.479
H -6.192 0.445 0.903 0.454
```

=====

Entry 2:
Computed, not measured: a structure of composition C25H46BNP2Y, with ωB97M-V with the def2-TZVPD basis set.

Summary:
LUMO energy (spin up / spin down): -3.825 / -3.617 eV
HOMO (spin up / spin down): -9.192 / -9.107 eV
HOMO-LUMO gap (spin up / spin down): 5.37 / 5.49 eV
Net charge: +1

The geometry in XYZ format:
```
76
Properties=species:S:1:pos:R:3:mulliken_charge:R:1
H -1.473 2.089 2.328 -0.027
H 3.183 2.979 0.075 0.400
B -1.166 2.666 1.289 0.489
H 0.443 -3.731 -1.626 0.367
C 1.076 0.926 -5.002 0.101
H 1.494 1.968 -6.835 0.490
H 3.100 4.260 -1.203 0.408
C 3.613 2.161 -2.885 -1.284
H -2.150 3.307 0.931 -0.128
C 0.592 -0.892 1.799 0.706
H -2.820 -1.472 1.972 0.423
H 3.544 1.400 -3.677 0.430
H 3.764 3.156 -3.323 0.407
C 1.207 -3.386 -0.920 -1.524
C 1.464 -1.540 0.874 0.460
H -3.476 -0.687 -2.867 0.788
H 1.586 -4.260 -0.355 0.335
C 0.529 -1.384 -6.087 -1.454
C -2.469 -0.311 -2.645 -0.474
C -4.235 1.672 -3.283 -1.288
H -0.026 3.378 -1.772 0.665
P 2.125 2.063 -1.810 0.799
C 1.006 -0.459 -4.992 -0.315
H 0.547 1.142 2.424 0.106
C -1.602 0.699 -5.911 0.229
H -0.249 3.445 1.540 -0.131
C 0.072 2.774 -2.683 -1.529
H -1.915 3.357 -3.246 0.780
H -1.209 -2.654 -5.573 0.407
P -2.802 1.480 -2.143 0.452
C 0.648 1.830 -6.139 -0.706
H 0.411 2.845 -5.750 0.253
C -1.348 2.407 -3.168 -0.631
H -1.203 -2.000 -7.212 0.373
H -2.067 -3.928 0.538 0.374
H -1.888 -0.983 -1.991 0.303
H -1.306 2.039 -4.229 0.111
C -1.835 -3.038 -0.068 -1.745
C -0.730 -1.360 1.545 0.641
H 1.045 -2.338 -5.879 0.402
H 0.859 -0.957 -7.044 0.336
C 2.905 -1.297 0.722 -1.544
H 2.029 -2.987 -1.521 0.351
C 2.554 3.442 -0.702 -1.165
C -0.680 -2.311 0.512 0.488
H 1.511 -1.051 -4.203 0.914
H 1.649 3.813 -0.221 0.345
H 4.459 1.879 -2.231 0.487
C 0.965 0.172 2.744 -1.207
H 2.053 0.272 2.824 0.418
H -2.159 0.173 1.934 0.113
C -0.977 -1.749 -6.159 -0.753
H -2.845 -0.916 -5.352 0.558
C 0.668 -2.424 0.068 0.390
H -4.916 0.873 -2.995 0.464
H -2.735 -2.403 -0.088 0.431
N -0.455 0.948 -0.719 -0.118
C -1.830 -0.626 -5.666 -0.915
C -0.756 1.658 0.181 -0.890
H -0.287 0.597 -7.674 0.307
H -1.641 -3.379 -1.097 0.343
H 3.498 -1.850 1.475 0.289
H 1.772 1.453 -4.319 0.321
C -1.949 -0.861 2.233 -1.261
C -0.595 1.282 -6.871 -1.489
H -4.001 1.603 -4.344 0.302
H 0.549 3.381 -3.466 0.660
H -2.410 1.413 -5.682 1.020
H -1.045 2.135 -7.400 0.463
Y -0.153 0.322 -3.136 -0.331
H 3.266 -1.599 -0.274 0.334
H 0.573 -0.046 3.752 0.339
H -2.036 -0.426 -3.708 -0.528
H -4.710 2.630 -3.062 0.431
H -1.828 -0.876 3.322 0.342
H 3.129 -0.225 0.838 0.289
```

=====

Entry 3:
Computed, not measured: a cluster of 11 separate species, C25H46Br20NO in total, with ωB97M-V with the def2-TZVPD basis set.

Summary:
LUMO energy: 1.338 eV
HOMO: -1.960 eV
HOMO-LUMO gap: 3.30 eV
Net charge: -1

The geometry in XYZ format:
```
93
Properties=species:S:1:pos:R:3:mulliken_charge:R:1
Br 0.458 -1.766 4.911 -0.151
H -1.829 -1.458 5.794 0.354
H -2.270 8.463 -0.978 0.342
H -1.798 -5.532 -3.292 0.241
H 1.793 5.168 -4.220 0.321
Br -2.143 2.210 -3.966 -0.120
H -3.471 4.209 -5.673 0.424
H -2.259 4.432 -2.849 -0.104
Br -1.182 0.600 2.631 -0.096
H 0.623 -5.668 -2.782 0.002
H 3.104 7.338 -3.616 0.373
H 0.967 -1.812 1.772 -0.190
H -0.784 6.699 -0.212 0.357
H -7.818 -2.618 3.396 -0.033
H -3.688 5.648 -4.658 0.314
H -1.057 0.117 5.527 0.386
O 0.809 -8.678 -0.181 -0.168
H 7.827 0.169 -2.636 0.004
C -8.270 -3.070 2.517 -0.215
H -0.985 -8.627 -1.363 0.194
H 5.582 -1.087 6.337 0.337
H 10.194 -0.179 -3.663 0.390
Br -10.589 -1.634 3.390 -0.157
H 9.376 1.335 -4.099 0.290
H -6.034 0.890 5.807 0.406
N 0.283 -6.404 0.563 -0.486
C 0.092 -8.896 -1.481 -1.022
Br 5.270 0.595 4.560 -0.131
H -1.685 5.996 -1.567 -0.086
C -6.639 1.134 3.730 -0.298
C 9.789 0.752 -3.277 -0.486
H 3.480 2.434 -3.420 -0.366
H 8.543 1.447 -1.635 0.395
Br -1.351 5.498 -5.437 -0.148
C -1.773 6.417 -0.570 -0.267
H 3.876 -1.016 5.851 0.299
H -0.139 -2.000 0.396 0.444
H -7.228 2.048 3.799 0.335
C 1.800 -2.960 0.158 -0.683
Br 9.313 -0.815 -0.926 -0.137
C 8.754 0.547 -2.205 -0.309
C -1.256 -0.858 5.089 -0.540
H -3.011 7.842 0.510 0.397
C 2.550 6.729 -2.903 -0.602
H 1.750 -7.777 -2.343 0.196
C 0.672 -7.932 -2.565 -0.352
C -1.963 -0.779 3.763 0.028
H 2.856 -2.706 0.209 0.361
Br 1.848 4.117 -1.966 -0.071
H 3.458 4.934 -3.650 0.277
H 0.583 -8.429 -3.554 0.311
H 5.154 -3.185 5.183 0.329
H 3.001 6.829 -1.920 0.381
C 0.901 -1.874 0.685 -0.164
H -1.925 -1.709 3.202 0.411
H 3.706 0.959 -4.388 0.421
H 4.759 1.245 -1.509 0.458
Br 11.299 1.798 -2.623 -0.156
Br -2.345 4.973 0.607 -0.094
Br -5.952 -1.408 4.849 -0.192
C -9.762 -3.232 2.639 -0.563
H -2.012 -6.921 -2.020 0.237
Br 4.856 -1.021 -2.534 -0.170
C -3.061 4.777 -4.843 -0.533
H 1.627 -3.895 0.694 0.503
C 0.426 -7.523 0.400 0.423
H -10.004 -4.032 3.337 0.347
Br -4.349 7.243 -1.506 -0.166
C -0.034 -6.559 -2.705 0.027
C 5.141 -2.267 4.598 -0.624
H -7.656 0.285 5.419 0.379
C 4.144 0.769 -2.268 -0.317
C 4.089 1.541 -3.554 0.152
Br 1.402 -3.360 -1.701 -0.127
C -2.714 7.589 -0.504 -0.463
H 3.141 0.623 -1.876 -0.120
H -10.250 -3.425 1.688 0.390
C -6.639 0.404 5.047 -0.652
Br -7.797 -1.946 1.001 -0.122
H -3.875 3.758 -3.138 0.359
Br 1.459 -0.121 0.042 -0.026
C 4.899 -1.076 5.489 -0.493
Br 3.694 -2.500 3.319 -0.089
H -3.003 -0.483 3.898 -0.358
H 6.061 -2.193 4.025 0.383
Br 5.856 2.186 -4.076 -0.178
Br 0.783 7.542 -2.797 -0.156
C 2.469 5.302 -3.379 -0.506
H -7.011 0.530 2.905 0.128
H -7.795 -4.030 2.319 0.355
C -1.357 -6.338 -2.687 -0.629
Br -4.846 1.714 3.244 -0.135
C -2.904 3.961 -3.586 -0.206
```